Entry 1:
Molecular formula: C5H10O
Method: DFT, ωB97M-V with the def2-TZVPD basis set

XYZ file:
```
16
Properties=species:S:1:pos:R:3:forces:R:3
C 0.233438 -2.343156 -0.263341 1.3 3.9 2.1
C 0.589402 -1.026849 0.416567 0.0 -4.8 -2.6
C -0.524389 -0.033393 0.464216 -0.5 0.0 -1.7
C -0.431753 1.006966 1.482702 2.8 -0.9 2.0
O -0.859830 0.574588 -0.814500 0.4 -0.2 -0.7
C 0.201721 1.104932 -1.586058 -0.5 2.7 1.1
H 1.093777 -3.057569 -0.352721 -1.2 0.6 0.0
H -0.845103 -2.686971 -0.716117 2.9 1.4 1.4
H 1.680471 -0.706807 0.838590 -2.7 -1.3 -1.3
H -1.394628 -0.615998 0.564093 -1.2 -0.8 0.6
H 0.474363 1.585428 1.255133 -0.1 0.0 0.5
H -1.218811 1.660785 1.558912 -2.1 1.4 -0.3
H -0.360253 0.524740 2.496846 0.3 0.5 -0.8
H 0.989808 0.397372 -1.755929 0.5 -0.3 -0.2
H 0.578060 2.072271 -1.074663 0.1 -1.5 -0.5
H -0.206271 1.543662 -2.513729 0.0 -0.8 0.2
```
Forces are in eV/Å.

## Properties
energy relative to the best compared isomer or geometry (same formula, charge and spin): 331.27 kJ/mol
HOMO-LUMO gap: 10.027 eV
SMILES string: C=C[C@@H](C)OC
spin multiplicity: 1
HOMO energy: -9.247 eV

Charges computed using natural (NBO), reported in e: C -0.387; C -0.222; C 0.009; C -0.616; O -0.541; C -0.262; H 0.201; H 0.232; H 0.228; H 0.194; H 0.202; H 0.223; H 0.212; H 0.180; H 0.151; H 0.196

Entry 2:
Molecular formula: C3H10N2S
Method: DFT, ωB97M-V with the def2-TZVPD basis set

XYZ file:
```
16
Properties=species:S:1:pos:R:3:forces:R:3
H -3.333237 -1.947369 -2.955424 0.0 -0.3 0.0
N -3.238457 -1.099902 -2.417226 0.6 0.8 -0.2
C -2.414042 -1.251305 -1.461250 -1.1 -0.1 -0.6
N -2.063582 -0.233863 -0.602574 -0.6 -1.9 1.1
H -2.059995 -2.254046 -1.220082 0.3 0.0 0.4
H -1.646223 0.610181 -0.890861 0.2 0.8 -0.3
H -1.906170 -0.595869 0.333009 0.6 0.7 -0.4
C 2.602459 0.235397 2.464309 -0.7 -0.1 -0.2
C 1.656556 1.097350 1.633890 -0.1 0.4 -0.2
S 1.368396 0.518108 -0.066871 -0.3 -0.4 0.1
H 2.175450 -0.759324 2.602011 -0.3 0.1 0.3
H 3.562676 0.006107 2.006935 0.2 0.7 0.0
H 2.663082 0.761991 3.416707 0.5 -0.4 0.2
H 0.667617 1.133349 2.084372 -0.1 -0.4 0.2
H 1.915212 2.158571 1.638820 0.4 -0.2 -0.3
H 2.017716 1.435589 -0.760183 0.4 0.4 -0.1
```
Forces are in eV/Å.

## Properties
energy relative to the best compared isomer or geometry (same formula, charge and spin): 78.20 kJ/mol
HOMO-LUMO gap: 9.787 eV
SMILES string: [H]/N=C/N.CCS
spin multiplicity: 1
HOMO energy: -9.033 eV

Charges computed using natural (NBO), reported in e: H 0.333; N -0.673; C 0.269; N -0.847; H 0.129; H 0.409; H 0.379; C -0.618; C -0.516; S -0.064; H 0.209; H 0.219; H 0.214; H 0.212; H 0.221; H 0.125

Entry 3:
Molecular formula: CH2F3N3
Method: DFT, ωB97M-V with the def2-TZVPD basis set

XYZ file:
```
9
Properties=species:S:1:pos:R:3:forces:R:3
C -0.092957 0.313830 0.179544 1.0 -10.3 -3.1
N -0.513217 1.498509 -0.064626 -2.2 9.1 -1.2
N 0.490531 -0.018491 1.319763 0.7 -1.4 1.4
N -0.279767 -0.957583 -0.608420 -2.2 2.5 1.3
F -1.137511 1.671596 -1.270170 0.3 -0.7 1.0
F 0.931105 -1.443677 -1.043669 3.2 -1.0 -0.4
F -0.801958 -0.664606 -1.856408 -0.7 0.2 0.3
H 0.706640 0.664980 2.045403 -0.1 -0.7 -0.3
H 0.697134 -1.064558 1.298584 -0.1 2.1 1.0
```
Forces are in eV/Å.

## Properties
expectation value of S²: 2.01
HOMO-LUMO gap (alpha / beta): 6.431 / 7.658 eV
spin multiplicity: 3
HOMO energy (alpha / beta): -5.720 / -10.416 eV

Charges computed using natural (NBO), reported in e: C 0.170; N 0.059; N -0.654; N 0.238; F -0.174; F -0.278; F -0.227; H 0.431; H 0.434

Entry 4:
Molecular formula: C24H61F3N3NbO3PS
Method: DFT, ωB97M-V with the def2-TZVPD basis set

XYZ file:
```
97
Properties=species:S:1:pos:R:3:forces:R:3
C 1.344502 1.837822 -5.061049 0.1 -0.2 -0.5
C 0.890324 2.795957 -6.127218 -0.2 1.1 0.8
O 1.911287 2.922134 -7.119943 0.1 -0.2 -0.3
C 0.549161 4.168096 -5.502043 -1.3 -1.4 -0.7
Nb -1.633565 4.327195 -4.867671 0.5 0.4 -0.1
P -4.076697 4.410163 -4.144264 0.8 -0.7 -0.7
C -5.168941 5.242168 -5.371626 -0.2 -0.2 0.2
C -4.649220 2.663709 -3.882430 -0.4 0.4 0.2
S -1.228922 6.805712 -4.329433 -0.1 0.0 0.1
O -0.419141 7.323704 -5.406421 1.4 -0.1 -0.6
O -2.472572 7.536953 -4.240964 -1.1 0.2 1.0
C -0.252474 7.138510 -2.747613 -0.5 0.8 -1.5
F 0.638215 8.072307 -2.990943 1.1 1.3 -0.4
F 0.385083 6.087917 -2.343494 0.9 -1.9 0.5
F -1.012868 7.564410 -1.784671 -1.4 0.5 1.5
H 1.899765 1.029431 -5.515592 0.3 -0.3 -0.1
H 0.492319 1.406144 -4.562978 -0.3 0.0 0.3
H 1.956404 2.362356 -4.349253 0.4 0.0 0.4
H -0.027812 2.418909 -6.559537 -0.1 -0.3 -0.6
H 1.568141 3.561309 -7.755749 0.2 -0.1 0.1
H 0.693315 4.911821 -6.281991 -0.2 0.5 0.0
H 1.198314 4.398342 -4.669916 0.3 0.2 0.3
H -1.226750 3.923489 -3.105546 -0.2 -0.2 0.1
H -1.764265 2.528844 -5.081563 0.2 0.2 0.6
H -2.061233 4.640427 -6.622560 -0.4 0.1 -0.4
H -5.157676 4.766822 -6.340238 0.0 -0.3 -0.3
H -4.805446 6.248746 -5.499126 0.3 0.4 0.0
H -6.191942 5.327105 -5.032255 -0.4 -0.1 0.2
H -4.370296 2.009903 -4.687809 0.0 -0.2 -0.5
H -4.137076 2.301067 -3.005298 0.3 -0.1 0.4
H -5.711047 2.571994 -3.682976 -0.3 0.1 0.0
C -3.379253 -1.662297 -3.472790 0.0 -0.1 0.0
C -3.082277 -0.941547 -2.167227 0.1 -0.1 -0.2
N -4.177816 -0.985471 -1.216438 -0.1 0.1 0.1
C -4.004809 -0.068922 -0.104134 0.0 0.3 0.1
C -2.833144 -0.311338 0.855620 -0.1 0.0 0.1
C -4.665679 -2.307812 -0.877737 -0.1 -0.2 -0.1
C -3.671101 -3.316496 -0.285175 -0.1 -0.1 0.1
H -4.292470 -1.279713 -3.930622 0.0 0.0 0.0
H -2.558515 -1.503235 -4.172762 0.0 0.0 0.0
H -3.484378 -2.740341 -3.334389 0.0 0.0 0.0
H -2.886880 0.105213 -2.408559 0.0 0.1 0.1
H -2.147586 -1.344608 -1.745779 0.0 0.0 0.0
H -4.934104 -0.040158 0.472562 0.0 -0.1 0.0
H -3.896620 0.936713 -0.521444 0.0 0.0 -0.1
H -3.022445 -1.153535 1.521926 0.1 0.0 0.0
H -2.691224 0.567986 1.488049 0.0 0.0 0.0
H -1.896150 -0.488676 0.326812 0.0 0.0 0.0
H -5.098913 -2.748979 -1.779663 0.1 0.0 -0.1
H -5.514201 -2.201206 -0.196294 0.1 0.1 0.1
H -2.718554 -3.318905 -0.816270 0.0 0.0 0.0
H -4.085785 -4.325192 -0.353834 0.0 0.0 0.0
H -3.475309 -3.127227 0.769498 0.1 0.0 0.0
C 1.010746 2.689553 3.053243 0.0 0.0 0.0
C 0.282846 1.372406 3.275318 0.0 0.2 0.1
N 1.128513 0.209363 3.086137 0.0 -0.2 -0.1
C 0.387462 -1.036051 3.017677 -0.2 -0.2 -0.1
C -0.377361 -1.490722 4.268281 0.0 -0.2 0.0
C 2.344066 0.175159 3.876993 0.3 0.2 0.0
C 2.218395 0.238357 5.405540 0.1 -0.1 0.0
H 1.479866 2.715552 2.069447 0.0 0.0 0.0
H 0.301145 3.515545 3.109999 0.0 0.0 0.0
H 1.777535 2.868355 3.808924 0.0 0.0 0.0
H -0.531435 1.316668 2.548758 0.0 -0.2 0.0
H -0.188215 1.391230 4.271714 0.0 0.0 0.0
H 1.070703 -1.835284 2.713303 0.1 0.1 0.1
H -0.333244 -0.952379 2.199169 0.0 0.1 0.0
H 0.294353 -1.878277 5.033674 0.0 0.1 0.1
H -1.059160 -2.302168 4.002902 0.0 0.0 0.0
H -0.976604 -0.690952 4.704066 0.0 0.0 0.0
H 2.979664 1.003683 3.554015 -0.1 0.1 0.0
H 2.910090 -0.719927 3.602923 -0.1 -0.1 0.0
H 1.502648 0.994073 5.731313 0.0 0.0 0.0
H 3.185989 0.495075 5.843001 0.0 0.0 0.0
H 1.923843 -0.719941 5.832507 -0.1 0.0 0.0
C 6.587675 -6.302449 4.264857 0.0 0.0 0.0
C 5.244399 -5.762060 4.732349 0.1 -0.2 -0.1
N 4.993612 -4.400508 4.304707 0.0 0.2 0.1
C 3.858301 -3.788138 4.970979 -0.1 0.1 0.2
C 2.465991 -4.382505 4.723246 -0.1 0.1 0.0
C 5.090186 -4.159268 2.875250 0.2 0.0 -0.2
C 4.182440 -4.971172 1.942068 0.0 0.1 -0.1
H 7.402145 -5.647644 4.577200 0.0 0.0 0.0
H 6.759505 -7.287757 4.700707 0.0 0.0 0.0
H 6.630290 -6.415991 3.181000 0.0 0.0 0.0
H 5.241981 -5.776767 5.825755 -0.1 0.1 0.0
H 4.452565 -6.456913 4.409529 0.0 0.0 0.0
H 3.838262 -2.724435 4.716652 0.0 0.0 -0.1
H 4.051944 -3.818997 6.048401 0.1 -0.1 0.0
H 2.085625 -4.122339 3.736219 0.0 -0.1 0.0
H 1.762234 -3.975236 5.452608 0.0 0.0 0.0
H 2.453396 -5.467830 4.826950 0.0 0.0 0.0
H 6.127143 -4.329185 2.573827 0.0 -0.1 0.1
H 4.928904 -3.094114 2.691913 -0.1 0.0 0.1
H 4.150958 -6.028312 2.209955 0.0 0.0 0.0
H 4.556385 -4.905181 0.918466 0.0 0.0 0.0
H 3.162537 -4.590235 1.929276 0.0 -0.1 0.1
```
Forces are in eV/Å.

## Properties
charge: -1
HOMO-LUMO gap: 6.215 eV
spin multiplicity: 1
HOMO energy: -4.525 eV

Charges computed using Löwdin, reported in e: C -0.081; C -0.577; O -0.073; C -0.346; Nb 1.018; P 0.626; C -0.401; C -0.415; S 0.458; O -0.418; O -0.437; C -0.824; F 0.127; F 0.121; F 0.146; H 0.069; H 0.052; H 0.069; H 0.071; H 0.077; H 0.029; H 0.030; H -0.119; H -0.094; H -0.121; H 0.014; H 0.003; H 0.010; H -0.004; H -0.015; H 0.014; C -0.087; C -0.270; N -0.197; C -0.244; C -0.093; C -0.252; C -0.086; H 0.078; H 0.074; H 0.061; H 0.113; H 0.102; H 0.111; H 0.109; H 0.054; H 0.065; H 0.066; H 0.099; H 0.112; H 0.066; H 0.068; H 0.050; C -0.086; C -0.269; N -0.191; C -0.239; C -0.081; C -0.246; C -0.083; H 0.084; H 0.074; H 0.062; H 0.107; H 0.102; H 0.104; H 0.091; H 0.040; H 0.070; H 0.066; H 0.102; H 0.099; H 0.066; H 0.071; H 0.049; C -0.093; C -0.279; N -0.199; C -0.246; C -0.080; C -0.244; C -0.080; H 0.079; H 0.070; H 0.064; H 0.116; H 0.101; H 0.098; H 0.110; H 0.050; H 0.064; H 0.066; H 0.100; H 0.114; H 0.066; H 0.073; H 0.054

Entry 5:
Molecular formula: C12H16CrNO4
Method: DFT, ωB97M-V with the def2-TZVPD basis set

XYZ file:
```
34
Properties=species:S:1:pos:R:3:forces:R:3
Cr -0.617071 0.536387 -0.488697 -0.2 0.0 0.0
O 1.981360 -1.879870 -2.717796 0.0 0.0 0.0
C 1.384719 -0.984088 -1.885255 0.1 0.1 0.0
O 0.127220 -1.037331 -1.722855 0.0 0.0 0.0
C 2.182943 -0.027942 -1.224744 0.0 0.0 0.0
C 3.589268 0.171375 -1.221166 -0.1 0.0 0.0
C 4.102093 1.149901 -0.413012 0.0 0.1 0.1
C 3.263035 1.953192 0.410698 0.1 -0.1 -0.1
C 1.909003 1.718849 0.343263 -0.1 -0.1 0.0
N 1.406754 0.782991 -0.449656 0.1 0.1 0.1
C 0.807036 2.424980 1.148022 0.0 0.0 -0.1
O 1.108571 3.321726 1.918838 0.0 0.0 0.0
O -0.378697 1.968667 0.907275 0.1 -0.1 0.0
H 1.259245 -2.425921 -3.050049 -0.1 -0.1 0.0
H 4.227040 -0.445260 -1.839759 0.0 0.0 0.0
H 5.173980 1.309933 -0.394172 0.0 0.0 0.0
H 3.645337 2.715914 1.072235 0.0 0.0 0.0
C -1.488258 1.659176 -1.946547 0.0 -0.1 0.0
H -0.850650 2.523849 -2.162316 0.0 0.0 0.0
H -2.472836 2.013581 -1.635569 0.0 0.0 0.0
H -1.592952 1.056555 -2.854888 0.0 0.0 0.0
C -0.834331 -1.774099 1.609982 0.1 -0.1 0.0
C -2.146229 -0.990533 1.529575 0.0 0.0 0.0
C -3.302984 -1.876992 1.993233 0.0 0.0 0.0
C -2.354429 -0.419813 0.122288 0.0 0.0 0.1
H -0.682027 -2.218119 2.598754 0.0 0.0 0.0
H 0.041941 -1.143894 1.417031 0.0 0.0 0.0
H -0.824918 -2.578775 0.868058 0.0 0.0 0.0
H -2.068702 -0.149377 2.229220 0.0 0.0 0.0
H -3.398210 -2.747652 1.336260 0.0 0.0 0.0
H -4.248181 -1.331149 1.952784 0.0 0.0 0.0
H -3.162466 -2.241358 3.017092 0.0 0.0 0.0
H -3.245841 0.217262 0.107621 0.0 0.0 0.0
H -2.540763 -1.252166 -0.575751 0.0 0.0 0.0
```
Forces are in eV/Å.

## Properties
charge: -1
energy relative to the best compared isomer or geometry (same formula, charge and spin): 4.57 kJ/mol
expectation value of S²: 6.08
HOMO-LUMO gap (alpha / beta): 5.866 / 7.815 eV
spin multiplicity: 5
HOMO energy (alpha / beta): -2.882 / -4.851 eV

Charges computed using natural (NBO), reported in e: Cr 1.250; O -0.691; C 0.661; O -0.706; C -0.016; C -0.221; C -0.200; C -0.296; C 0.137; N -0.543; C 0.759; O -0.656; O -0.731; H 0.489; H 0.214; H 0.200; H 0.228; C -0.959; H 0.186; H 0.196; H 0.187; C -0.601; C -0.236; C -0.594; C -0.776; H 0.194; H 0.196; H 0.199; H 0.194; H 0.188; H 0.200; H 0.183; H 0.189; H 0.175

Entry 6:
Molecular formula: C23H17N3O13S5Ti
Method: DFT, ωB97M-V with the def2-TZVPD basis set

XYZ file:
```
62
Properties=species:S:1:pos:R:3:forces:R:3
Ti -1.237018 -0.166487 -1.321263 0.4 2.8 -1.4
O -4.732696 2.653149 2.222782 0.1 0.2 0.2
C -3.475632 2.951127 2.562497 0.0 0.1 -0.2
O -3.234871 3.736085 3.448857 0.0 0.0 0.1
C -2.404834 2.296820 1.782231 0.0 0.1 0.2
C -1.031745 2.477187 1.974827 0.1 0.0 0.0
N -0.338083 1.730454 1.115150 -0.1 0.1 0.1
N -1.218794 1.065506 0.359164 -0.3 0.0 0.6
C -2.455976 1.380109 0.741964 -0.2 -0.2 0.0
C -3.541919 0.641731 0.055144 0.2 -0.2 -0.1
O -4.713305 0.755017 0.366030 -0.2 0.0 -0.1
O -3.097086 -0.159519 -0.892813 -0.4 0.4 0.6
H -4.762047 1.986522 1.493103 -0.1 -0.2 0.0
H -0.537215 3.114490 2.691593 0.0 0.0 0.0
H 1.027152 0.974009 1.141456 0.0 0.0 0.1
O -0.059582 -3.283782 1.251587 0.2 -0.1 -0.2
S -0.997355 -2.473239 0.533016 0.3 -0.1 0.1
O -1.954598 -1.751174 1.322156 -0.1 0.0 0.1
O -0.250594 -1.505253 -0.393246 0.0 -1.3 0.8
C -1.994180 -3.547242 -0.511777 -0.1 0.0 -0.2
C -2.730895 -4.431030 0.274044 0.1 0.1 -0.1
C -3.665964 -5.272054 -0.298162 -0.1 -0.1 0.0
C -3.892463 -5.227289 -1.663563 -0.1 0.0 0.0
C -3.156993 -4.367156 -2.458885 0.1 0.1 0.1
C -2.193840 -3.530902 -1.903012 0.1 -0.1 0.2
S -1.168985 -2.659502 -3.092187 0.1 0.2 0.0
O 0.181951 -2.945414 -2.723807 0.1 0.0 0.0
O -1.593862 -3.055464 -4.402282 -0.3 0.0 0.0
O -1.538025 -1.183988 -2.870234 0.0 -1.7 -0.6
H -2.565854 -4.438228 1.343277 0.0 0.0 0.0
H -4.228743 -5.952981 0.327908 0.0 0.0 0.0
H -4.635845 -5.872920 -2.114704 0.0 0.0 0.0
H -3.291458 -4.339014 -3.530562 0.0 0.0 0.0
S 1.007768 0.536669 -1.942826 -0.1 -0.1 -0.1
C 0.809754 1.532030 -3.378475 0.1 0.1 0.1
C 1.886509 1.769595 -4.230409 0.0 0.0 0.0
C 1.731055 2.540489 -5.372498 0.0 0.0 0.0
C 0.485729 3.082661 -5.671534 0.0 0.0 0.0
C -0.587952 2.856159 -4.823973 0.0 0.0 0.0
C -0.442243 2.085644 -3.668463 0.0 0.1 0.1
S -1.782982 1.852495 -2.561795 0.1 -0.2 -0.3
H 2.850851 1.339168 -3.986452 0.0 0.0 0.0
H 2.577638 2.712358 -6.026472 0.0 0.0 0.0
H 0.349096 3.677827 -6.566570 0.0 0.0 0.0
H -1.561238 3.277971 -5.045294 0.0 0.0 0.0
N 1.884795 0.281614 1.117815 0.1 -0.1 -0.1
C 2.876088 0.533666 2.162078 0.0 0.0 -0.1
C 2.444035 0.771984 3.457110 0.0 0.0 0.0
C 3.385491 1.012050 4.443628 0.1 0.0 0.0
C 4.744327 1.018964 4.135951 -0.1 -0.1 -0.1
C 5.156316 0.786244 2.831253 -0.1 0.0 0.1
C 4.217473 0.541880 1.836345 0.0 0.0 0.0
S 5.946951 1.295023 5.444896 0.0 0.0 0.0
O 5.761708 0.151845 6.323492 0.0 -0.1 0.0
O 5.541451 2.564101 6.024448 0.0 0.1 0.1
O 7.223883 1.325293 4.750723 0.1 0.0 0.0
H 1.502285 -0.665741 1.163093 0.0 0.0 0.0
H 2.277630 0.389185 0.176350 0.0 0.0 0.1
H 1.383771 0.768519 3.684620 0.0 0.0 0.0
H 3.077027 1.202977 5.463319 0.0 0.0 0.0
H 6.216003 0.803353 2.615834 0.0 0.0 0.0
H 4.528106 0.356435 0.813523 0.0 0.0 0.0
```
Forces are in eV/Å.

## Properties
charge: -2
energy relative to the best compared isomer or geometry (same formula, charge and spin): 45.22 kJ/mol
HOMO-LUMO gap: 6.918 eV
spin multiplicity: 1
HOMO energy: -3.472 eV

Charges computed using natural (NBO), reported in e: Ti 1.359; O -0.695; C 0.786; O -0.613; C -0.276; C 0.022; N -0.334; N -0.341; C 0.032; C 0.818; O -0.620; O -0.705; H 0.506; H 0.221; H 0.460; O -0.941; S 2.403; O -0.938; O -0.951; C -0.318; C -0.119; C -0.224; C -0.205; C -0.178; C -0.327; S 2.427; O -0.925; O -0.952; O -0.921; H 0.229; H 0.210; H 0.209; H 0.250; S -0.195; C -0.211; C -0.211; C -0.243; C -0.234; C -0.259; C -0.066; S -0.126; H 0.209; H 0.198; H 0.197; H 0.209; N -0.763; C 0.173; C -0.253; C -0.172; C -0.302; C -0.179; C -0.266; S 2.420; O -1.017; O -1.019; O -1.028; H 0.432; H 0.444; H 0.221; H 0.237; H 0.246; H 0.211

Number 1: molecular weight 86.1 Da, E_tot -271.6264 Ha. Number 2: molecular weight 106.2 Da, E_tot -627.9648 Ha. Number 3: molecular weight 113.0 Da, E_tot -502.7829 Ha. Number 4: molecular weight 652.7 Da, E_tot -2436.9017 Ha. Number 5: molecular weight 290.3 Da, E_tot -1867.1362 Ha. Number 6: molecular weight 751.6 Da, E_tot -4869.8536 Ha.